# C34H50AsBBrHfN4O9P

A molecular structure, C34H50AsBBrHfN4O9P at a distorted geometry (ωB97M-V/def2-TZVPD, the OMol25 dataset).

CARTESIAN COORDINATES (ANGSTROEM)
Hf 0.03160 -0.31707 -0.08894
B 0.16457 -2.80927 -2.61420
N -1.30434 -2.45689 -2.19621
C -2.41585 -3.14736 -2.44737
C -3.46691 -2.59123 -1.73617
C -2.88809 -1.53648 -1.04545
N -1.58178 -1.44708 -1.33376
N 0.83562 -3.29380 -1.27391
C 1.30321 -4.50403 -0.96549
C 1.49453 -4.58087 0.40595
C 1.08369 -3.33690 0.87178
N 0.70106 -2.56340 -0.14202
H 0.12721 -3.74588 -3.37806
H 0.71489 -1.83656 -3.05515
H -2.37879 -3.99020 -3.11755
H -4.49503 -2.90720 -1.71471
H -3.33696 -0.85111 -0.34585
H 1.44862 -5.23511 -1.74344
H 1.85629 -5.41737 0.97813
H 1.02546 -2.95692 1.87743
C 2.45809 3.59330 1.58109
As 1.06450 2.93840 0.49036
C -0.45625 3.86198 1.17000
C 1.31096 3.58036 -1.28489
O 0.79085 1.29374 0.86878
H 2.40402 4.68125 1.56062
H 3.41089 3.23766 1.20036
H 2.29115 3.22854 2.59329
H -0.31415 4.92027 0.94946
H -0.48614 3.70140 2.24663
H -1.39249 3.51642 0.73891
H 0.64482 4.43461 -1.39929
H 1.07132 2.80273 -2.00318
H 2.35746 3.85726 -1.36734
Br -3.40794 5.37757 -4.15634
C -3.68853 4.13868 -2.75389
C -4.91780 4.10518 -2.11274
C -5.12093 3.20592 -1.07325
C -4.10178 2.35474 -0.67448
C -2.88163 2.39688 -1.33841
C -2.66603 3.28433 -2.38508
C -1.79112 1.49225 -0.90021
O -0.74204 1.31921 -1.57674
O -1.90176 0.88294 0.20433
H -5.70649 4.77535 -2.42595
H -6.07981 3.17589 -0.57275
H -4.23398 1.66636 0.15134
H -1.71564 3.28894 -2.90223
C -7.00444 -1.22225 2.62379
C -5.51288 -1.02793 2.67859
C -4.64860 -2.10583 2.51808
C -3.26931 -1.94873 2.51166
C -2.42236 -3.18836 2.34137
C -2.73119 -0.66320 2.70571
C -3.57713 0.42993 2.89930
C -3.08885 1.84163 3.11059
C -4.95664 0.22579 2.87176
C -1.24929 -0.43600 2.63905
O -0.65801 0.28263 3.40922
O -0.65008 -1.09268 1.64320
H -7.31521 -2.07623 3.22724
H -7.33474 -1.41229 1.60017
H -7.53015 -0.33946 2.98718
H -5.05887 -3.10221 2.38666
H -3.04650 -4.07417 2.45975
H -1.62121 -3.23487 3.08054
H -1.95196 -3.22692 1.35944
H -2.97346 2.04936 4.17668
H -3.81916 2.54594 2.70735
H -2.12312 2.02114 2.64915
H -5.60924 1.08310 3.00898
C 5.67904 0.93540 -2.61167
C 4.62317 -0.11648 -2.89720
C 3.52479 0.40943 -3.80769
C 5.24306 -1.37744 -3.46538
O 4.04698 -0.55089 -1.62025
P 2.92690 0.20337 -0.81246
O 3.22627 1.64676 -0.62490
O 1.55060 -0.11037 -1.43357
O 2.83755 -0.62677 0.53473
C 3.92204 -0.92809 1.48562
C 3.21316 -1.12207 2.81822
C 4.61618 -2.19359 1.02519
C 4.89337 0.23941 1.57404
H 6.12042 1.26676 -3.55422
H 6.47156 0.51806 -1.98732
H 5.24573 1.79408 -2.10042
H 3.93767 0.58230 -4.80311
H 3.12138 1.35517 -3.43969
H 2.70591 -0.30631 -3.88452
H 5.71628 -1.16138 -4.42473
H 4.48172 -2.14378 -3.61491
H 6.00035 -1.76679 -2.78328
H 2.76460 -2.11199 2.89159
H 2.42886 -0.37458 2.94669
H 3.93183 -1.01861 3.63350
H 3.88649 -2.98586 0.85430
H 5.30770 -2.51695 1.80678
H 5.17657 -2.02924 0.10564
H 4.39901 1.13043 1.96215
H 5.33828 0.48631 0.60998
H 5.69635 -0.04213 2.25810

## Properties
Charge ... 0
Spin multiplicity ... 1

# C34H50Cl10F18O12

11 unconnected molecules or ions with the total composition C34H50Cl10F18O12 at a distorted geometry (ωB97M-V/def2-TZVPD, the OMol25 dataset).

CARTESIAN COORDINATES (ANGSTROEM)
C -6.88830 15.40412 -2.37951
C -6.79958 15.17705 -3.85801
O -6.94671 16.43487 -4.51329
C -8.14701 16.72779 -5.17554
O -9.12733 16.02722 -5.20755
C -8.15315 18.14931 -5.77137
F -9.21177 18.85922 -5.34681
F -7.02077 18.84118 -5.52737
F -8.17651 18.05527 -7.09993
H -6.26462 16.23168 -2.04146
H -6.70855 14.57868 -1.69071
H -7.91304 15.73208 -2.20499
H -7.49144 14.38295 -4.13879
H -5.78729 14.81942 -4.04634
C -0.16979 16.03713 2.37022
C -0.39019 15.34502 3.73153
O -1.78797 15.05296 3.92983
C -2.65126 15.89460 4.52507
O -2.32608 17.01532 4.88933
C -4.13987 15.43445 4.67570
F -4.90222 16.17949 3.92079
F -4.25198 14.19826 4.28101
F -4.52983 15.54247 5.98107
H -0.80601 15.51229 1.65757
H 0.87273 15.97810 2.05754
H -0.53126 17.06415 2.42186
H -0.06134 16.04672 4.49806
H 0.22659 14.44714 3.77041
C -7.16394 19.22121 -1.50723
C -6.00304 20.17206 -1.15822
O -6.11996 21.44184 -1.77089
C -7.00157 22.38982 -1.27296
O -7.65168 22.27970 -0.23052
C -6.92155 23.69617 -2.08646
F -6.11467 24.56634 -1.50651
F -6.48877 23.45835 -3.32056
F -8.05851 24.27379 -2.18041
H -7.53978 19.30162 -2.52722
H -7.98309 19.46042 -0.82910
H -6.92588 18.23618 -1.10579
H -5.03843 19.84629 -1.54743
H -5.95816 20.27777 -0.07428
C -11.11574 18.99168 1.53637
C -10.15401 20.21812 1.68612
O -9.18886 20.26155 2.75488
C -8.17945 19.34306 2.76410
O -7.92015 18.67122 1.79006
C -7.63921 19.19234 4.19732
F -7.68768 17.88807 4.65287
F -6.32136 19.56365 4.27411
F -8.34792 19.98227 4.98407
H -11.67885 18.89529 0.60808
H -11.71069 19.01497 2.44939
H -10.57085 18.04919 1.59034
H -10.83750 21.03086 1.93186
H -9.68554 20.32945 0.70824
C -7.19757 11.64746 -1.18932
C -6.53907 11.36778 -2.60536
O -5.12615 11.44422 -2.54884
C -4.34135 11.07884 -3.65182
O -4.81709 10.47187 -4.63523
C -2.78472 11.42301 -3.53117
F -2.06563 10.26036 -3.52743
F -2.45412 12.12046 -4.59690
F -2.51969 12.07211 -2.41233
H -7.06926 10.71217 -0.64446
H -8.26006 11.87326 -1.28010
H -6.80394 12.56177 -0.74525
H -6.88612 12.09555 -3.33885
H -6.91121 10.40302 -2.95008
C -7.59548 11.13573 2.06779
C -9.05257 10.81190 1.80989
O -9.37600 9.88842 2.81579
C -10.23626 8.95016 2.53774
O -10.66022 8.72791 1.40311
C -10.65272 8.08550 3.81562
F -9.73647 8.18391 4.77632
F -11.83632 8.51748 4.28301
F -10.74081 6.82566 3.50413
H -7.42101 11.37860 3.11597
H -7.17031 11.94820 1.47854
H -6.94509 10.28325 1.87192
H -9.17669 10.42311 0.79918
H -9.59175 11.74836 1.95279
Cl -4.25828 16.36478 0.57636
C -2.92815 17.24919 -0.22415
C -2.13042 16.40156 -1.24088
Cl -3.21986 15.45999 -2.41727
H -2.26476 17.67908 0.52632
H -3.33852 18.11338 -0.74655
H -1.54832 15.67760 -0.67068
H -1.47886 17.14001 -1.70806
Cl -11.97884 11.71188 0.93463
C -11.99979 13.06103 2.05649
C -13.31527 12.97518 2.92492
Cl -13.35494 11.45278 3.89372
H -11.84193 13.95620 1.45494
H -11.19031 12.86029 2.75830
H -14.25585 13.02608 2.37646
H -13.30100 13.79239 3.64608
Cl -13.84293 18.27958 -4.14618
C -12.35727 17.67579 -3.39420
C -11.51559 18.76385 -2.65202
Cl -10.30046 17.87564 -1.63326
H -11.84386 17.09626 -4.16144
H -12.64617 16.91975 -2.66411
H -12.07793 19.44053 -2.00862
H -11.08200 19.43324 -3.39500
Cl -10.49173 12.75779 -2.84416
C -11.70699 13.91089 -2.81866
C -13.10359 13.33348 -2.93028
Cl -14.32044 14.62868 -3.00789
H -11.56988 14.64510 -3.61254
H -11.54056 14.51526 -1.92695
H -13.27326 12.75561 -2.02177
H -13.30342 12.70682 -3.79947
Cl -9.50484 14.50273 -0.08023
C -8.90131 15.75725 0.96029
C -7.50840 15.41064 1.62888
Cl -7.62967 14.30211 2.91754
H -9.68863 16.01010 1.67042
H -8.75681 16.58813 0.26974
H -7.01370 16.29518 2.03009
H -6.80996 15.02592 0.88573

## Properties
Charge ... 0
Energy relative to the best compared isomer or geometry (same formula, charge and spin) ... 0.0 kcal per mole
Spin multiplicity ... 1

# C34H50FN3O32S8

9 unconnected molecules or ions with the total composition C34H50FN3O32S8 at a distorted geometry (ωB97M-V/def2-TZVPD, the OMol25 dataset).

CARTESIAN COORDINATES (ANGSTROEM)
C 3.79530 2.06659 0.42210
C 2.46714 1.48571 1.06630
C 1.26814 1.51998 0.06337
C 0.31618 2.70124 0.32920
C 0.86399 3.95031 0.44244
C 0.00115 5.06529 0.69506
C -1.36033 4.91623 0.79579
C -2.16468 6.20172 1.02275
C -2.32224 6.99956 -0.29436
F -3.36777 6.02729 1.69123
C -1.92954 3.60693 0.65034
N -3.29305 3.48779 0.72577
C -3.73088 2.25571 0.62271
C -5.20074 1.99535 0.73643
C -5.99125 1.37806 -0.24986
C -7.34792 1.18243 -0.02391
N -8.08779 1.46671 1.06380
C -7.27952 2.04899 1.97172
C -5.92687 2.35014 1.88972
C -2.85207 1.13382 0.44281
N -1.54449 1.18174 0.32332
C -1.10238 2.47511 0.43583
H 3.54664 2.87113 -0.28878
H 4.36255 1.30559 -0.13334
H 4.45489 2.43424 1.22470
H 2.65989 0.41750 1.26903
H 2.23218 1.97014 2.02531
H 0.74777 0.55917 0.02176
H 1.71833 1.73618 -0.94117
H 1.93273 4.14258 0.34510
H 0.44164 6.06491 0.77497
H -1.53887 6.84224 1.67532
H -1.30856 7.12039 -0.71316
H -3.00041 6.51463 -1.00810
H -2.64686 8.02554 -0.04424
H -5.54189 1.05550 -1.19270
H -7.91434 0.72584 -0.85174
H -7.77990 2.32097 2.91494
H -5.42812 2.85671 2.71909
H -3.31664 0.13736 0.39959
O 4.49887 -1.06169 0.43131
S 4.40686 -2.26268 -0.31557
O 5.51409 -2.81909 -1.00718
O 3.17646 -2.12030 -1.33421
C 2.22643 -3.16039 -1.10089
C 2.36725 -3.49510 0.36965
O 3.77336 -3.39924 0.62831
H 2.49258 -4.01414 -1.73010
H 1.22387 -2.82116 -1.35478
H 2.00021 -4.48985 0.60981
H 1.85617 -2.75892 0.99470
O 0.25180 2.38341 -3.54736
S 1.15895 1.29831 -3.67716
O 1.31341 0.30454 -2.67456
O 2.61412 1.89810 -4.02039
C 3.08506 1.35405 -5.25691
C 1.83320 1.05691 -6.04955
O 0.89368 0.57342 -5.08101
H 3.64480 0.44003 -5.03828
H 3.73526 2.06290 -5.76202
H 1.99545 0.31722 -6.82263
H 1.42243 1.96482 -6.49670
O 4.89166 1.14728 -10.30449
S 4.52446 0.61548 -9.04545
O 3.45002 1.14609 -8.28115
O 5.83709 0.55388 -8.11941
C 6.06642 -0.79219 -7.68675
C 5.48434 -1.65781 -8.78418
O 4.29888 -0.96778 -9.19790
H 5.53968 -0.94204 -6.74128
H 7.12921 -0.96775 -7.53932
H 5.24388 -2.66065 -8.44074
H 6.15775 -1.71964 -9.64199
O 1.42491 1.53656 5.47119
S 1.34703 2.94916 5.37284
O 2.48600 3.78616 5.47724
O 0.22536 3.46268 6.40539
C -0.79130 4.18399 5.69943
C -0.80709 3.57988 4.31013
O 0.56830 3.32089 4.01472
H -0.50491 5.23780 5.67124
H -1.74861 4.08312 6.20541
H -1.23949 4.24721 3.56718
H -1.34275 2.62691 4.29735
O -5.98105 -4.52892 2.53291
S -6.06750 -3.11504 2.44666
O -4.93007 -2.27287 2.56386
O -7.18346 -2.61899 3.49228
C -8.20801 -1.89254 2.79791
C -8.22802 -2.47923 1.40495
O -6.84934 -2.73075 1.09997
H -7.92491 -0.83819 2.77945
H -9.16299 -2.00239 3.30591
H -8.66652 -1.80352 0.67506
H -8.76008 -3.43323 1.38238
O 0.33972 -1.50128 -5.51077
S -0.83184 -2.30024 -5.46637
O -1.88006 -2.16269 -6.40936
O -1.44887 -2.19894 -3.98324
C -1.54411 -3.50130 -3.40233
C -0.43019 -4.30046 -4.04720
O -0.40449 -3.85719 -5.40425
H -2.52389 -3.91555 -3.65034
H -1.44057 -3.44209 -2.32072
H -0.60352 -5.37287 -3.99772
H 0.53825 -4.06764 -3.59608
O 10.08508 -4.99513 2.50839
S 9.97397 -3.58418 2.41127
O 11.09729 -2.72664 2.51841
O 8.84433 -3.09778 3.44788
C 7.81122 -2.39435 2.74824
C 7.80589 -2.99227 1.35775
O 9.18707 -3.22242 1.05616
H 8.07512 -1.33485 2.72401
H 6.85690 -2.51657 3.25526
H 7.35779 -2.33116 0.62212
H 7.29011 -3.95562 1.34234
O -2.89661 -2.36478 8.40106
S -3.28583 -3.60587 7.83608
O -2.97683 -4.84710 8.44615
O -2.79126 -3.63879 6.30539
C -3.91363 -3.83554 5.43825
C -5.09114 -3.23167 6.17118
O -4.86964 -3.56550 7.54574
H -4.04809 -4.91004 5.29385
H -3.73723 -3.36144 4.47627
H -6.04329 -3.62764 5.82681
H -5.09633 -2.14241 6.08133

## Properties
Charge ... 0
Spin multiplicity ... 1

# C34H50N4OP

2 unconnected molecules or ions with the total composition C34H50N4OP at a distorted geometry (ωB97M-V/def2-TZVPD, the OMol25 dataset).

CARTESIAN COORDINATES (ANGSTROEM)
C -2.28438 2.87590 -4.18479
N -0.94191 2.71574 -3.66869
C -0.33327 3.77944 -3.02814
O -0.71331 4.93576 -3.05429
C 0.84592 3.21531 -2.23130
C 0.77400 3.57012 -0.76108
C -0.50786 3.06530 -0.13797
C -1.71868 3.71581 -0.39474
C -2.92937 3.09556 -0.08723
C -2.93805 1.80975 0.46818
C -1.72171 1.20934 0.82243
C -0.52807 1.90132 0.63831
N 0.72660 1.80045 -2.46238
C 1.20224 0.89153 -1.56713
C 0.66526 -0.31338 -1.31319
C 1.31267 -1.30546 -0.45471
C 1.57127 -2.61255 -1.20347
C 2.83767 -3.18968 -1.23954
C 3.10520 -4.22896 -2.12389
C 2.11225 -4.72667 -2.95698
C 0.84137 -4.17483 -2.93435
C 0.58060 -3.14695 -2.01936
C -0.24291 1.44766 -3.53841
C 0.43439 0.98569 -4.90139
C 1.30149 2.12605 -5.44522
C -0.65190 0.64278 -5.91642
C 1.27227 -0.25258 -4.65620
H -2.98040 3.06730 -3.36593
H -2.31529 3.74500 -4.85740
H -2.58925 1.96821 -4.69657
H 1.76331 3.59319 -2.71610
H 1.65108 3.17065 -0.24426
H 0.77510 4.66252 -0.71082
H -1.70070 4.70788 -0.85645
H -3.86305 3.62160 -0.29404
H -3.87964 1.28887 0.63445
H -1.70190 0.20381 1.25213
H 0.42233 1.50040 1.00900
H 2.07862 1.21108 -1.01033
H -0.31204 -0.56911 -1.71029
H 2.25684 -0.96076 -0.05767
H 3.60645 -2.80680 -0.56818
H 4.10589 -4.65983 -2.14758
H 2.29430 -5.54906 -3.63052
H 0.05461 -4.50180 -3.60440
H -0.40789 -2.71220 -1.95601
H -0.94640 0.64809 -3.22942
H 2.14662 2.35809 -4.78733
H 1.71894 1.83289 -6.41630
H 0.70187 3.03007 -5.62146
H -1.28394 -0.18089 -5.55486
H -1.27068 1.51711 -6.16876
H -0.17811 0.31481 -6.85479
H 0.65983 -1.05729 -4.24112
H 1.68693 -0.62262 -5.59842
H 2.12388 -0.02939 -4.01047
C -3.28239 -2.20285 2.29472
C -2.04896 -2.57736 3.11888
C -2.49378 -2.88591 4.54827
C -1.32204 -3.79141 2.55040
N -1.11575 -1.39431 3.14472
P 0.61202 -1.64189 3.46759
H 0.70394 -1.36444 0.38534
N 0.71447 -0.02979 3.99812
C 1.72283 0.18640 5.07712
C 2.02402 1.68484 5.15297
C 2.97578 -0.63973 4.80738
C 1.12215 -0.27929 6.41485
C -0.56343 0.53937 4.24393
C -1.57498 -0.24092 3.81170
H -3.00043 -1.85174 1.29159
H -3.91943 -3.09712 2.20453
H -3.86472 -1.41898 2.80518
H -1.62180 -3.07629 5.18881
H -3.08450 -2.05662 4.94714
H -3.13023 -3.77957 4.54145
H -0.54560 -4.16294 3.23741
H -2.06555 -4.59086 2.44623
H -0.88871 -3.60128 1.55912
H 1.14183 2.23228 5.52598
H 2.84837 1.82135 5.87536
H 2.31943 2.07120 4.16512
H 2.81129 -1.72451 4.92981
H 3.40784 -0.44128 3.81795
H 3.70938 -0.34578 5.56629
H 0.82399 -1.34329 6.36285
H 1.88816 -0.15262 7.19486
H 0.25952 0.34596 6.67509
H -0.61519 1.36473 4.95527
H -2.63663 -0.17964 4.05982

## Properties
Charge ... +1
Energy relative to the best compared isomer or geometry (same formula, charge and spin) ... 0.0 kcal per mole
Spin multiplicity ... 1

Respective calculated total energy values: -7446.300912; -8627.945659; -7182.673382; -1960.947931 hartree.
Respective HOMO energy values: -8.58; -10.60; -8.77; -9.48 eV.